[1]
7 unconnected molecules or ions with the total composition C24H30BF22O12 in a non-equilibrium geometry. Source: the Open Molecules 2025 dataset; level of theory: ωB97M-V with the def2-TZVPD basis set.

```
89
Properties=species:S:1:pos:R:3:mulliken_charge:R:1
B -8.20517 15.68301 -2.49811 0.332
F -9.09887 16.13048 -1.50104 -0.490
F -6.88868 15.82366 -2.04912 -0.362
F -8.42029 14.30130 -2.70404 -0.305
F -8.36306 16.37800 -3.71661 -0.080
C -3.86081 10.74793 -1.14274 -0.763
C -2.89981 11.93665 -1.03646 -0.312
O -3.43975 12.98157 -0.23420 -0.332
C -4.32460 13.78177 -0.78307 0.341
O -4.76700 13.69484 -1.89264 -0.460
C -4.81897 14.91103 0.15045 0.962
F -6.11010 14.77239 0.36489 -0.180
F -4.15914 14.95948 1.31274 -0.295
F -4.59276 16.06343 -0.49281 -0.249
H -3.44157 9.98566 -1.79942 0.361
H -4.81338 11.02609 -1.60393 0.000
H -4.18122 10.35576 -0.17691 0.338
H -2.69733 12.29073 -2.04507 0.319
H -2.00740 11.50438 -0.59121 0.330
C -12.06733 15.12719 -0.96004 -0.934
C -11.80871 13.85752 -0.14642 -0.192
O -12.59787 13.81479 1.05095 -0.335
C -13.80682 13.30163 0.96132 0.379
O -14.35164 12.89251 -0.01779 -0.508
C -14.51206 13.14020 2.31430 0.828
F -14.41356 11.87700 2.75668 -0.254
F -13.98881 13.91318 3.27085 -0.252
F -15.79334 13.47744 2.16845 -0.249
H -12.99312 15.01384 -1.53071 0.405
H -11.26382 15.27858 -1.67665 0.088
H -12.24200 15.97123 -0.29335 0.351
H -10.76530 13.78785 0.15510 0.343
H -11.95380 12.98615 -0.78618 0.294
C -10.59645 18.74766 -2.15909 -0.261
C -11.48848 19.94212 -2.07364 -0.394
O -10.60595 21.07457 -2.13858 -0.089
C -11.09576 22.30590 -2.05543 0.248
O -12.24836 22.57318 -1.92769 -0.540
C -10.02008 23.40759 -2.14206 0.875
F -10.50011 24.50876 -2.68480 -0.251
F -9.57200 23.67360 -0.91245 -0.257
F -8.97177 23.01434 -2.87588 -0.221
H -10.02647 18.65950 -3.08494 -0.283
H -11.17539 17.82113 -2.16000 0.276
H -9.89753 18.68636 -1.32537 0.166
H -12.06848 20.06554 -1.15854 0.400
H -12.11337 19.93213 -2.97240 0.297
C -9.45265 19.04060 -6.25258 -1.091
C -8.47254 17.86818 -6.29854 0.463
O -7.70384 18.02218 -7.50537 -0.285
C -6.76489 17.10305 -7.68503 0.468
O -6.51554 16.22165 -6.92933 -0.480
C -5.93942 17.26352 -8.97796 0.775
F -4.82432 17.97649 -8.76777 -0.245
F -5.60860 16.08001 -9.45723 -0.242
F -6.66153 17.95372 -9.89444 -0.268
H -10.00395 19.05458 -5.31113 0.113
H -10.23770 19.01317 -7.01016 0.391
H -8.90246 19.97300 -6.37281 0.302
H -8.93205 16.88040 -6.27948 0.374
H -7.76384 17.89942 -5.47157 -0.283
C -6.95417 19.84600 -0.92282 -1.655
C -6.51916 18.84883 -2.00291 0.858
O -5.93764 19.64553 -3.04356 -0.304
C -5.62780 19.03837 -4.16442 0.516
O -5.66907 17.87439 -4.42462 -0.459
C -5.06794 20.05002 -5.22070 0.747
F -3.87154 19.64293 -5.66011 -0.275
F -5.88212 20.14153 -6.27030 -0.218
F -4.91168 21.26659 -4.68349 -0.271
H -6.07886 20.26900 -0.41883 0.462
H -7.48750 19.34704 -0.11420 0.415
H -7.50579 20.67416 -1.36798 0.249
H -7.43843 18.29607 -2.18197 -0.259
H -5.80202 18.20424 -1.50043 0.086
C -5.98571 7.89980 -4.32684 -1.210
C -6.53395 9.31622 -4.49286 -0.190
O -7.44941 9.50528 -3.41531 -0.254
C -7.72127 10.78183 -3.13428 0.292
O -7.33718 11.71604 -3.75433 -0.445
C -8.64483 10.95282 -1.88214 0.947
F -9.05343 9.75859 -1.41858 -0.290
F -7.97521 11.55390 -0.89263 -0.223
F -9.68193 11.72189 -2.18683 -0.194
H -5.37604 7.85715 -3.42004 0.259
H -5.38479 7.56918 -5.17194 0.394
H -6.75461 7.15497 -4.11583 0.316
H -6.97332 9.41323 -5.48726 0.320
H -5.69546 10.00988 -4.54812 0.315
```

Results
- charge = -1
- relative energy (zero: lowest compared OMol25 entry of this formula, charge and spin) (eV) = 0.794

[2]
3 unconnected molecules or ions with the total composition C24H30BF5N3O8 in a non-equilibrium geometry. Source: the Open Molecules 2025 dataset; level of theory: ωB97M-V with the def2-TZVPD basis set.

```
71
Properties=species:S:1:pos:R:3:mulliken_charge:R:1
C -3.69481 0.29958 2.53901 -0.886
C -2.74796 -0.61097 2.64445 -0.425
C -2.43890 -1.48685 1.47170 -0.054
O -1.19503 -1.37310 0.84905 -0.339
B -1.29021 -2.41635 -0.21248 1.343
C 0.27974 -3.01514 -0.34033 -0.908
O 1.26310 -2.07272 0.12368 -0.213
C 2.27647 -2.63836 0.89737 0.280
C 1.81179 -2.73623 2.37066 -0.902
O -1.79571 -1.97338 -1.50995 -0.949
C -1.24457 -0.76344 -1.93899 -0.508
C -2.18044 0.45496 -1.68863 -0.506
C -1.54529 1.47492 -0.74300 -0.876
O -2.21727 -3.43017 0.37471 -0.739
C -2.62151 -3.03632 1.66443 1.029
N -1.65920 -3.68683 2.53975 -0.583
C -4.08912 -3.40467 1.88350 0.192
F -4.91321 -2.64182 1.19276 -0.326
F -4.29367 -4.65458 1.43548 -0.346
C -4.57244 -3.38912 3.38742 0.754
F -5.63982 -2.61288 3.50595 -0.289
F -3.69027 -2.92442 4.22639 -0.243
F -4.96210 -4.57651 3.76829 -0.291
H -3.78002 0.79548 1.58078 0.250
H -4.40180 0.51593 3.32633 0.276
H -2.22283 -0.67788 3.59057 0.455
H -3.13856 -1.14048 0.70183 -0.026
H 0.38517 -3.99351 0.14423 0.409
H 0.47316 -3.18504 -1.41154 0.067
H 2.64351 -3.59576 0.51688 0.376
H 3.10049 -1.91339 0.90190 -0.314
H 1.41657 -3.72481 2.58128 0.210
H 1.01140 -2.01405 2.48559 0.064
H 2.60191 -2.43992 3.06071 0.458
H -1.04960 -0.83527 -3.01318 0.419
H -0.30052 -0.52453 -1.44140 0.126
H -2.25981 0.95062 -2.66020 0.348
H -3.17148 0.13713 -1.38234 0.327
H -1.01070 1.00711 0.07995 0.160
H -0.80822 2.06255 -1.29136 0.318
H -2.25202 2.18771 -0.30740 0.269
H -2.13413 -4.29920 3.19854 0.335
H -1.10753 -4.30746 1.96427 0.295
C 8.05997 1.25880 2.07564 -0.409
C 8.60645 0.38798 1.14242 -0.383
C 7.77957 -0.30826 0.27524 -0.420
C 6.41237 -0.11826 0.35294 0.059
C 5.85217 0.73979 1.28077 -0.289
C 6.68451 1.43111 2.14704 -0.477
N 5.52826 -0.83747 -0.58011 1.072
O 6.05032 -1.60522 -1.37376 -0.628
O 4.33950 -0.61628 -0.49655 -0.582
H 8.70839 1.80534 2.74892 0.365
H 9.67859 0.25323 1.08888 0.360
H 8.20396 -0.98622 -0.45064 0.441
H 4.78115 0.87522 1.33438 0.503
H 6.25940 2.10721 2.87644 0.371
C -2.36725 5.58287 -5.64622 -0.369
C -3.42991 5.07224 -4.91366 -0.517
C -3.25652 4.73666 -3.58044 -0.255
C -2.01728 4.92201 -2.99679 0.136
C -0.94720 5.42250 -3.71447 -0.369
C -1.12636 5.75389 -5.04806 -0.456
N -1.83647 4.58662 -1.57525 1.045
O -2.79312 4.13020 -0.98220 -0.612
O -0.73983 4.78742 -1.08350 -0.605
H -2.50653 5.84835 -6.68663 0.366
H -4.39580 4.93676 -5.38133 0.365
H -4.08286 4.33757 -3.01060 0.445
H 0.01778 5.55688 -3.24819 0.443
H -0.29782 6.14826 -5.62092 0.363
```

Results
- charge = -1

| no. | HOMO level (eV) | E (eV) | HOMO-LUMO gap (eV) |
| --- | --- | --- | --- |
| 1 | -8.26 | -110416.26104 | 10.56 |
| 2 | -4.45 | -60484.94913 | 5.82 |